Here is 5 unconnected molecules or ions with the total composition C29H30F7N5O8P2 at a distorted geometry from the Open Molecules 2025 dataset. Energies are from ωB97M-V/def2-TZVPD.

XYZ file:
```
81
Properties=species:S:1:pos:R:3:forces:R:3
F 0.8792 -0.7327 -0.9338 -0.672 1.578 2.846
N -7.1476 -2.3220 -4.2124 -0.008 -0.371 -0.455
C -0.3895 2.4500 -4.0944 0.082 0.036 0.026
H 0.4405 0.8950 -2.8680 -0.092 0.073 -0.085
H -5.3015 -0.0619 -0.6379 -0.059 -0.050 -0.097
N 1.8155 1.5646 2.1473 0.197 -0.337 0.139
C -1.3905 6.0459 0.0834 0.049 0.002 -0.004
F -1.5795 -0.3370 0.0320 1.831 -0.062 1.867
C 5.4769 -6.0877 3.7587 0.028 -0.043 -0.119
O -8.1461 -2.4774 -4.8964 0.357 0.093 0.286
C 0.6955 5.1213 0.8553 0.031 -0.085 0.081
F -1.8395 -1.6696 2.5101 2.535 0.126 -1.441
N 5.8331 -3.6454 3.7984 0.332 0.233 -0.094
P 3.3253 -1.5300 0.1785 1.271 -1.343 -1.708
F -0.7158 -2.7591 0.9215 0.913 2.716 1.910
C -7.3631 0.4277 -1.0002 -0.002 -0.017 -0.024
H 5.9104 -6.1390 2.7665 -0.029 0.209 0.134
H 0.4666 3.1013 -3.9610 -0.196 0.049 -0.143
O -2.4374 4.4501 -6.2056 0.333 -0.132 0.255
H -3.4250 0.0849 -4.5388 0.061 0.101 -0.026
H 1.8030 1.3759 3.1577 0.082 0.408 -0.664
H -9.4073 0.7309 -1.5918 0.082 -0.076 -0.064
C -0.5632 -0.2592 1.0360 -1.981 0.739 -1.200
C 4.8171 -4.8214 5.7163 -0.037 0.083 0.074
C 2.4057 -3.1656 0.3960 0.309 -0.549 -0.275
O -6.0951 -2.9166 -4.3817 -0.330 0.251 0.088
C 0.7810 0.0895 0.2537 -0.810 1.544 -2.246
C -8.4807 0.2070 -1.7992 0.240 -0.096 -0.007
C -6.1706 -0.2397 -1.2618 -0.218 0.005 -0.103
H 2.5903 -0.5189 2.5508 -0.365 0.124 -0.334
H 5.0922 -8.1995 3.8403 0.016 0.125 0.019
H -1.2490 7.7104 -1.2698 0.106 -0.065 0.038
F -1.0094 0.7499 1.9099 1.478 -2.205 -1.649
C 1.3783 6.0719 0.1021 -0.833 -0.011 0.001
H 4.7360 -3.8837 6.2537 0.092 -0.023 -0.231
F 0.3729 -1.8522 2.7557 -1.600 0.410 -2.400
H 3.4835 0.9668 0.7592 -0.457 -0.619 -0.168
O 3.4087 6.9636 -0.5136 -0.228 -0.338 0.249
N -1.4593 4.1371 -5.5454 -0.006 0.472 -0.244
H 2.1136 -3.4142 1.4649 0.176 0.209 -1.313
C -1.4767 2.8354 -4.8746 -0.008 -0.749 0.372
C 4.9970 -1.8439 1.0735 -1.016 -0.113 0.372
C -8.4119 -0.6877 -2.8610 -0.104 0.001 -0.031
H 3.9186 -5.9570 7.3026 0.061 0.043 -0.105
H -5.1600 -1.6539 -2.5108 -0.216 -0.049 -0.125
C 4.4537 -7.2019 5.6340 0.011 0.020 -0.013
C -0.6130 -1.6569 1.7936 -2.368 -1.784 1.465
H -1.4929 -0.6193 -3.1644 0.014 0.105 -0.026
H -3.4279 2.2913 -5.6357 0.210 0.136 0.025
C -2.5775 0.7507 -4.4154 0.191 0.115 0.065
H 4.0880 -8.1117 6.0993 0.048 0.096 -0.046
C 5.0163 -7.2521 4.3624 -0.046 0.195 0.161
H -2.4759 6.0402 0.0817 0.114 -0.005 -0.011
C -7.2181 -1.3598 -3.1107 -0.056 0.542 0.637
H -9.2890 -0.8513 -3.4763 0.221 -0.124 -0.031
H 3.1173 -3.9810 0.0037 -0.966 1.205 0.710
C -0.6941 5.1126 0.8451 0.047 0.170 -0.142
C 5.3697 -4.8776 4.4391 -0.326 -0.678 0.346
C -6.0940 -1.1381 -2.3199 0.125 -0.026 0.020
H 5.5446 -0.8659 1.2450 -0.585 -1.249 -0.174
P 2.3956 0.1368 1.2619 1.358 0.669 1.833
C -2.5759 1.9952 -5.0348 -0.103 0.004 -0.057
H -1.2354 4.3798 1.4335 0.119 0.035 -0.060
C 4.3566 -5.9903 6.3111 0.091 -0.057 -0.226
H 5.6134 -2.5447 0.4099 -0.930 1.115 0.989
H 1.5308 -3.1607 -0.3320 0.964 -0.022 1.233
C -1.4911 0.3560 -3.6412 -0.003 0.012 0.006
O -0.4666 4.8340 -5.4095 -0.347 -0.257 -0.013
O 3.4132 5.2519 0.8040 -0.209 0.239 -0.223
C -0.4015 1.2047 -3.4762 -0.154 0.035 -0.123
H 2.4128 2.3637 1.9134 -0.474 -0.207 0.374
O 6.2813 -3.7259 2.6655 0.145 -0.301 0.722
H 1.2143 7.7439 -1.2612 0.107 -0.174 0.142
C -0.7014 6.9873 -0.6755 0.080 -0.187 0.160
H 4.7604 -2.3624 2.0600 0.528 0.989 -1.380
O 5.7405 -2.6045 4.4309 0.003 -0.343 -0.260
H 1.2261 4.3893 1.4523 0.047 0.157 -0.131
H -7.4221 1.1228 -0.1686 0.010 -0.068 -0.093
F 0.5886 1.4377 -0.2540 0.210 -2.802 0.835
N 2.8420 6.0979 0.1313 0.508 0.035 -0.035
C 0.6886 7.0042 -0.6686 0.020 0.111 -0.081
```
Positions in Å, forces in eV/Å.

The frontier orbital gap comes out at 7.03 eV. For the LUMO energy, the calculation gives -0.89 eV. The SMILES is CP(C)[PH2](N)C(F)(F)C(F)(F)C(F)(F)F.O=[N+]([O-])c1ccccc1.O=[N+]([O-])c1ccccc1.O=[N+]([O-])c1ccccc1.O=[N+]([O-])c1ccccc1. The HOMO energy is -7.9214 eV. As for the charge: 0. The calculation puts the total energy at -3380.0466 a.u.